Computed, not measured: a 12-piece molecular cluster, C26H32Cl33FNO3P overall, with ωB97M-V/def2-TZVPD.

Output
HOMO energy   -8.53 eV
Gap between HOMO and LUMO   7.0 eV
Structure (SMILES)   CCP(CC)C1=C(CCF)C(=O)C(CCC(N)=O)=CC1=O.ClC(Cl)Cl.ClC(Cl)Cl.ClC(Cl)Cl.ClC(Cl)Cl.ClC(Cl)Cl.ClC(Cl)Cl.ClC(Cl)Cl.ClC(Cl)Cl.ClC(Cl)Cl.ClC(Cl)Cl.ClC(Cl)Cl
Net charge   0

Each atom is followed by the atoms it is bonded to, with distances in Å.
Element x y z (Å)
1 C 4.37845 -4.20594 -0.01417  C2 1.538, H22 1.092, H23 1.089, H24 1.091
2 C 4.91949 -3.98754 1.40849  C1 1.538, P3 1.834, H25 1.093, H26 1.085
3 P 4.73667 -2.25341 1.97701  C2 1.834, C4 1.852, C6 1.826
4 C 5.49775 -1.32454 0.56715  P3 1.852, C5 1.544, H27 1.091, H28 1.091
5 C 6.47581 -0.22255 1.02797  C4 1.544, H29 1.089, H30 1.091, H31 1.090
6 C 2.93787 -1.94502 1.91396  P3 1.826, C7 1.344, C20 1.497
7 C 2.39626 -0.71907 1.80863  C6 1.344, C8 1.493, C11 1.498
8 C 3.18264 0.54426 1.69097  C7 1.493, C9 1.521, H32 1.094, H33 1.089
9 C 3.19265 1.11605 0.28121  C8 1.521, F10 1.385, H34 1.092, H35 1.093
10 F 2.31791 2.18630 0.19859  C9 1.385
11 C 0.91056 -0.53618 1.85458  C7 1.498, O12 1.217, C13 1.494
12 O 0.44403 0.50572 2.27597  C11 1.217
13 C 0.06287 -1.68505 1.41629  C11 1.494, C14 1.516, C19 1.338
14 C -1.31543 -1.52911 0.80575  C13 1.516, C15 1.540, H36 1.092, H37 1.092
15 C -2.19765 -0.42717 1.42193  C14 1.540, C16 1.512, H38 1.088, H39 1.088
16 C -3.15203 0.23857 0.45624  C15 1.512, N17 1.405, O18 1.213
17 N -2.67560 0.55823 -0.82582  C16 1.405, H40 1.015, H41 1.017
18 O -4.28913 0.50525 0.78380  C16 1.213
19 C 0.60769 -2.89689 1.57306  C13 1.338, C20 1.488, H42 1.083
20 C 1.98097 -3.07779 2.11624  C6 1.497, C19 1.488, O21 1.212
21 O 2.27848 -4.08885 2.71544  C20 1.212
22 H 3.51022 -3.57854 -0.22716  C1 1.092
23 H 4.07498 -5.23722 -0.18786  C1 1.089
24 H 5.12976 -3.95567 -0.76493  C1 1.091
25 H 5.99876 -4.15683 1.39328  C2 1.093
26 H 4.48182 -4.66799 2.13077  C2 1.085
27 H 4.76052 -0.93764 -0.13758  C4 1.091
28 H 6.06492 -2.06947 0.00641  C4 1.091
29 H 7.50170 -0.58815 1.00222  C5 1.089
30 H 6.41729 0.65064 0.37694  C5 1.091
31 H 6.27576 0.08979 2.05334  C5 1.090
32 H 2.71821 1.29965 2.33088  C8 1.094
33 H 4.19137 0.40541 2.07687  C8 1.089
34 H 2.91426 0.37331 -0.46868  C9 1.092
35 H 4.19057 1.48146 0.02669  C9 1.093
36 H -1.80974 -2.49251 0.94926  C14 1.092
37 H -1.19698 -1.40365 -0.27291  C14 1.092
38 H -2.84623 -0.81975 2.20281  C15 1.088
39 H -1.57694 0.36895 1.82746  C15 1.088
40 H -2.54786 -0.27897 -1.38511  N17 1.015
41 H -3.41240 1.09712 -1.27521  N17 1.017
42 H 0.03650 -3.78178 1.32079  C19 1.083
43 C -7.35588 1.91260 -0.30066  Cl44 1.765, Cl45 1.755, Cl46 1.770, H47 1.082
44 Cl -8.91836 2.06958 0.50615  C43 1.765
45 Cl -7.13057 0.28958 -0.92923  C43 1.755
46 Cl -7.20394 3.11721 -1.58892  C43 1.770
47 H -6.57807 2.10810 0.42576  C43 1.082
48 C 4.83021 -8.15381 1.16189  Cl49 1.763, Cl50 1.764, Cl51 1.762, H52 1.082
49 Cl 4.97541 -8.56009 -0.54717  C48 1.763
50 Cl 6.22806 -7.23506 1.72176  C48 1.764
51 Cl 3.32992 -7.28933 1.49039  C48 1.762
52 H 4.80682 -9.08348 1.71406  C48 1.082
53 C -1.57448 -0.61470 -5.47194  Cl54 1.784, Cl55 1.765, Cl56 1.759, H57 1.083
54 Cl -1.78838 -1.90768 -4.26165  C53 1.784
55 Cl -0.31525 0.56958 -5.11471  C53 1.765
56 Cl -1.29888 -1.35054 -7.04543  C53 1.759
57 H -2.50554 -0.06320 -5.51772  C53 1.083
58 C 1.33638 6.18288 -4.12948  Cl59 1.764, Cl60 1.765, Cl61 1.768, H62 1.072
59 Cl 1.31595 5.12005 -5.53702  C58 1.764
60 Cl 2.68526 7.31905 -4.21098  C58 1.765
61 Cl -0.19581 7.04922 -3.96015  C58 1.768
62 H 1.47069 5.57069 -3.25944  C58 1.072
63 C -7.92833 1.77367 -4.94528  Cl64 1.763, Cl65 1.764, Cl66 1.762, H67 1.082
64 Cl -6.40328 0.91282 -4.74245  C63 1.763
65 Cl -8.02994 2.50613 -6.54659  C63 1.764
66 Cl -9.29740 0.70458 -4.64812  C63 1.762
67 H -7.96004 2.56589 -4.20947  C63 1.082
68 C -2.88242 4.40066 -4.57118  Cl69 1.763, Cl70 1.767, Cl71 1.761, H72 1.083
69 Cl -3.19797 5.33812 -6.03097  C68 1.763
70 Cl -4.38658 3.83432 -3.83624  C68 1.767
71 Cl -1.82280 3.03401 -4.90440  C68 1.761
72 H -2.38111 5.04738 -3.86247  C68 1.083
73 C 1.27631 2.49713 4.37722  Cl74 1.770, Cl75 1.764, Cl76 1.762, H77 1.083
74 Cl -0.21361 3.37771 4.75038  C73 1.770
75 Cl 2.43672 3.57708 3.60350  C73 1.764
76 Cl 1.95636 1.77957 5.83626  C73 1.762
77 H 1.03060 1.69877 3.68718  C73 1.083
78 C -2.14373 0.81807 6.53987  Cl79 1.765, Cl80 1.760, Cl81 1.766, H82 1.081
79 Cl -3.85821 1.00836 6.91205  C78 1.765
80 Cl -1.20725 0.49630 7.99472  C78 1.760
81 Cl -1.88362 -0.44531 5.33301  C78 1.766
82 H -1.78715 1.73817 6.09910  C78 1.081
83 C -3.77421 -2.62186 9.76707  Cl84 1.765, Cl85 1.765, Cl86 1.760, H87 1.082
84 Cl -3.99441 -4.30881 10.23560  C83 1.765
85 Cl -2.81771 -1.75526 10.97038  C83 1.765
86 Cl -3.03834 -2.49699 8.17283  C83 1.760
87 H -4.75057 -2.15836 9.72208  C83 1.082
88 C 0.96530 -5.54830 -2.47135  Cl89 1.763, Cl90 1.777, Cl91 1.769, H92 1.082
89 Cl 2.60595 -6.11371 -2.78483  C88 1.763
90 Cl 0.90971 -4.69192 -0.91476  C88 1.777
91 Cl 0.38111 -4.55926 -3.81680  C88 1.769
92 H 0.31837 -6.41146 -2.38944  C88 1.082
93 C -0.42983 9.66957 -7.46573  Cl94 1.760, Cl95 1.765, Cl96 1.765, H97 1.082
94 Cl 0.32807 8.09678 -7.24223  C93 1.760
95 Cl -1.34403 10.13887 -6.03017  C93 1.765
96 Cl 0.76816 10.89902 -7.87442  C93 1.765
97 H -1.12446 9.59423 -8.29140  C93 1.082

Löwdin population analysis, charges in e, atoms 1 to 8: atom 1 (C): -0.18, atom 2 (C): -0.44, atom 3 (P): 1.05, atom 4 (C): -0.40, atom 5 (C): -0.16, atom 6 (C): -0.24, atom 7 (C): -0.15, atom 8 (C): -0.12